No. 1
{"formula": "C4H12AlO12S2", "method": "the ωB97M-V functional and the def2-TZVPD basis", "elements": ["Al", "S", "O", "O", "O", "O", "S", "O", "O", "O", "O", "C", "C", "O", "O", "H", "H", "H", "H", "H", "H", "C", "C", "O", "O", "H", "H", "H", "H", "H", "H"], "coordinates": [[-0.3126, 0.3490, -0.0681], [-0.2746, 4.0106, 2.0205], [-0.0905, 2.6774, 1.5074], [-0.2314, 4.9961, 0.9491], [-1.6037, 4.2393, 2.4383], [0.5890, 4.3388, 3.1087], [-0.9767, -3.5775, 0.7449], [-1.0402, -4.1695, -0.5896], [-0.3105, -4.5241, 1.6513], [-0.2413, -2.3535, 0.6308], [-2.2777, -3.2243, 1.2695], [-2.3585, -0.4422, -3.3357], [-2.2328, -1.9161, -2.8735], [-1.0998, -1.9413, -2.0490], [-2.3301, 0.5032, -2.2299], [-3.2578, -0.2197, -3.9100], [-1.5971, -0.1595, -4.0626], [-2.2942, -2.7167, -3.6106], [-3.0677, -2.0290, -2.1818], [-1.1188, -2.8338, -1.6958], [-2.9475, 1.1912, -2.4889], [3.0237, 0.2464, 2.0443], [3.0512, 1.5746, 1.2789], [2.7333, 1.4436, -0.1113], [1.7080, -0.3945, 1.9764], [3.2328, 0.4009, 3.1029], [3.7277, -0.4566, 1.5989], [4.0922, 1.8694, 1.4115], [2.5366, 2.4191, 1.7373], [3.3299, 1.9495, -0.6679], [1.6392, -1.2511, 2.4043]], "atomic_forces_ev_per_a": [[0.19, -1.07, 0.49], [1.23, 1.42, 0.35], [1.36, -2.97, -0.51], [0.24, 1.13, -1.59], [-4.64, 0.49, 0.82], [1.84, -0.85, 0.50], [0.33, -0.19, -1.79], [-0.60, -0.87, 0.04], [-0.39, -0.30, 0.63], [2.28, 3.28, 0.22], [-1.58, -0.90, 1.00], [-0.01, -0.10, -1.14], [-1.09, 2.37, 1.33], [0.67, 0.44, -0.86], [0.28, -0.83, -0.07], [-0.45, -0.58, 0.21], [0.63, -0.19, 0.29], [0.30, 0.42, -0.45], [-0.59, -0.37, -0.19], [0.73, -0.66, 0.93], [0.05, 0.20, 0.30], [-1.63, -0.73, -0.32], [1.07, -0.05, 0.32], [-0.61, -0.54, 0.47], [-0.20, 1.48, -0.83], [0.34, 0.28, -0.09], [0.25, 0.19, 0.02], [0.35, 0.02, -0.30], [-0.73, -0.44, 0.06], [0.06, 0.08, 0.20], [0.32, -0.15, -0.04]], "total_charge": 0, "orbital_gap_ev": [6.72, 3.66], "e_lumo_ev": [-3.5, -6.0], "spin_multiplicity": 2, "homo_ev": [-10.245, -9.685]}

No. 2
{"formula": "C4H12BCuO", "method": "the ωB97M-V functional and the def2-TZVPD basis", "elements": ["B", "C", "O", "C", "C", "C", "H", "H", "H", "H", "H", "H", "H", "H", "H", "H", "H", "H", "Cu"], "coordinates": [[2.4479, -0.7705, -0.0738], [1.6080, 0.6246, -0.2586], [0.2502, 0.6857, -0.5467], [-0.5453, -0.0387, 0.3678], [-1.9744, 0.4907, 0.3361], [-2.9000, -0.3649, -0.5315], [3.4482, -0.7473, -0.8047], [2.8066, -0.8638, 1.1176], [1.8144, -1.7647, -0.3479], [2.0874, 1.1544, -1.0906], [1.8611, 1.1664, 0.6850], [-0.1695, 0.0310, 1.3885], [-0.5868, -1.0949, 0.1147], [-2.3647, 0.4579, 1.3484], [-1.9792, 1.5276, 0.0219], [-3.4296, -1.0900, 0.0768], [-2.3462, -0.9125, -1.2865], [-3.6617, 0.2235, -1.0304], [3.6335, 1.2856, 0.5140]], "atomic_forces_ev_per_a": [[0.01, -0.27, 0.35], [1.00, -0.43, -1.21], [-0.16, 0.13, 0.40], [-0.75, 0.06, 0.29], [-0.16, -0.43, -0.03], [-0.11, 0.15, -0.03], [0.15, 0.37, -0.05], [0.07, 0.15, 0.04], [0.23, -0.03, 0.01], [-0.16, 0.30, -0.22], [-0.82, 0.98, 0.79], [0.41, 0.18, 0.06], [0.36, -0.25, -0.08], [-0.04, 0.19, 0.24], [0.12, 0.21, -0.08], [-0.02, -0.25, 0.09], [0.09, -0.01, -0.22], [-0.11, 0.15, -0.13], [-0.13, -1.21, -0.20]], "total_charge": 0, "relative_energy_ev": 0.000, "orbital_gap_ev": 7.05, "e_lumo_ev": -1.8, "homo_ev": -8.834}

No. 3
{"formula": "C4H12BO", "method": "the ωB97M-V functional and the def2-TZVPD basis", "elements": ["B", "C", "C", "C", "O", "C", "H", "H", "H", "H", "H", "H", "H", "H", "H", "H", "H", "H"], "coordinates": [[1.6987, -0.9548, 0.5042], [1.1153, -0.0237, -0.7277], [0.3697, 1.2485, -0.3298], [-0.7914, 1.0972, 0.6278], [-1.9848, 0.5974, 0.0265], [-1.9673, -0.7846, -0.2646], [2.2972, -1.9316, 0.0363], [2.4599, -0.2890, 1.2240], [0.7838, -1.3884, 1.2309], [0.4874, -0.6241, -1.3971], [1.9604, 0.2976, -1.3487], [1.0904, 1.9119, 0.1623], [-0.0201, 1.7958, -1.2007], [-1.0679, 2.0706, 1.0406], [-0.5060, 0.4336, 1.4497], [-2.9995, -1.1356, -0.2219], [-1.3557, -1.3381, 0.4524], [-1.5701, -0.9825, -1.2642]], "atomic_forces_ev_per_a": [[-0.19, -0.01, 0.05], [0.12, -0.27, 0.06], [0.04, 0.24, -0.06], [0.02, -0.28, 0.13], [-0.22, 0.11, -0.04], [0.02, 0.04, 0.02], [0.04, 0.08, 0.04], [0.00, -0.02, -0.05], [0.12, 0.01, -0.08], [0.01, 0.00, -0.03], [0.07, -0.01, -0.08], [0.02, 0.06, 0.04], [0.07, 0.05, -0.05], [-0.07, 0.02, -0.03], [0.05, 0.04, 0.05], [-0.07, -0.05, 0.01], [0.01, 0.00, 0.00], [-0.02, 0.00, 0.01]], "total_charge": -1, "orbital_gap_ev": 8.42, "e_lumo_ev": 4.0, "homo_ev": -4.455}

No. 4
{"formula": "C4H12Br2N2P", "method": "the ωB97M-V functional and the def2-TZVPD basis", "elements": ["C", "C", "C", "C", "N", "N", "P", "Br", "Br", "H", "H", "H", "H", "H", "H", "H", "H", "H", "H", "H", "H"], "coordinates": [[-0.8372, 1.2433, -1.0749], [-0.8469, 2.2878, 1.1554], [0.4215, -2.1172, -0.5219], [-0.7229, -1.5604, 1.5101], [-0.2978, 1.1866, 0.3216], [0.2478, -1.3223, 0.3918], [1.1659, 0.3839, 0.3237], [1.8711, 0.6484, 2.3319], [3.2334, -1.1411, -3.2798], [-0.1804, 0.6437, -1.8450], [-1.8552, 0.7958, -0.9627], [-1.1003, 2.3655, -1.1864], [-0.7132, 1.9847, 2.1906], [-0.5968, 3.3804, 1.0324], [-1.9059, 2.1336, 1.0294], [1.0492, -1.7297, -1.3758], [-0.1440, -3.0310, -0.7993], [3.9694, -1.3038, -4.4812], [-0.1389, -1.5593, 2.3934], [-1.4397, -0.7629, 1.5340], [-1.1793, -2.5260, 1.3126]], "atomic_forces_ev_per_a": [[-1.11, 0.54, 0.57], [-0.25, -0.98, 0.88], [0.57, -1.10, -4.96], [0.67, -0.53, -1.52], [1.26, 1.32, -0.91], [-0.93, 1.45, 3.71], [-0.81, 0.24, -0.72], [0.09, -0.12, 0.62], [0.01, 0.07, 0.09], [-1.31, 1.71, 1.28], [0.71, -0.12, -0.70], [1.05, -1.83, -1.04], [0.36, 0.35, 0.17], [0.33, -1.38, -0.52], [-0.63, 0.54, -0.13], [-0.08, -0.75, 0.99], [0.27, 0.42, 1.02], [-0.02, -0.04, -0.05], [0.33, -0.14, 1.03], [-0.31, 0.34, -0.10], [-0.19, 0.02, 0.28]], "total_charge": 1, "relative_energy_ev": 0.372, "orbital_gap_ev": 9.09, "e_lumo_ev": -4.0, "homo_ev": -13.038}

No. 5
{"formula": "C4H12BrClSi2", "method": "the ωB97M-V functional and the def2-TZVPD basis", "elements": ["C", "C", "C", "C", "Si", "Si", "Cl", "Br", "H", "H", "H", "H", "H", "H", "H", "H", "H", "H", "H", "H"], "coordinates": [[-4.7712, -0.0164, -1.1615], [-2.2390, 1.1741, 0.3547], [3.4604, 0.6776, -0.1679], [3.4231, -2.1345, 1.2008], [-3.1331, -0.3813, -0.2654], [2.3799, -0.6142, 0.7273], [-3.3969, -1.7410, 1.2248], [0.8626, -1.3259, -0.8579], [-5.1997, -0.9174, -1.5888], [-5.5002, 0.4036, -0.4728], [-4.6245, 0.6950, -1.9678], [-1.2949, 0.9270, 0.8274], [-2.0319, 1.8542, -0.4655], [-2.8532, 1.7022, 1.0826], [4.1386, 1.1575, 0.5325], [4.0563, 0.2086, -0.9469], [2.8598, 1.4540, -0.6304], [3.7629, -2.6719, 0.3167], [4.2984, -1.8254, 1.7660], [2.8576, -2.8278, 1.8158]], "atomic_forces_ev_per_a": [[0.33, -0.08, 0.51], [-0.48, -0.38, 0.09], [-0.34, -0.20, 0.39], [-0.33, 0.35, 0.03], [0.34, 0.74, -1.23], [0.34, -0.36, -0.98], [-0.22, -0.30, 0.62], [0.37, 0.22, 0.56], [0.03, -0.18, 0.00], [-0.15, 0.09, 0.15], [0.17, 0.14, -0.11], [0.14, -0.17, 0.06], [-0.03, 0.03, -0.23], [-0.10, 0.09, 0.12], [0.11, 0.04, 0.15], [0.04, -0.22, -0.10], [-0.17, 0.06, -0.02], [-0.05, 0.07, -0.18], [0.12, 0.12, 0.10], [-0.12, -0.07, 0.06]], "total_charge": 0, "relative_energy_ev": 2.125, "orbital_gap_ev": [7.75, 5.80], "e_lumo_ev": [-0.2, -1.2], "homo_ev": [-7.987, -6.965]}

No. 6
{"formula": "C4H12BrO4Pt", "method": "the ωB97M-V functional and the def2-TZVPD basis", "elements": ["Pt", "Br", "C", "C", "O", "O", "H", "H", "H", "H", "H", "H", "C", "C", "O", "O", "H", "H", "H", "H", "H", "H"], "coordinates": [[-4.2732, 1.0659, 0.0946], [-2.4760, -0.8324, -0.5676], [0.6389, 0.2668, 1.9356], [-0.1302, -0.1584, 3.1912], [-1.4671, 0.0147, 3.0586], [0.7049, -0.7047, 0.9084], [1.6968, 0.2957, 2.1968], [0.3067, 1.2280, 1.5434], [0.1807, 0.4355, 4.0507], [-0.0082, -1.2231, 3.3903], [-1.9085, 0.0462, 3.9106], [-0.1585, -1.0482, 0.6673], [0.7643, -0.4450, -3.1645], [1.1920, 0.7871, -2.2271], [0.1337, 1.5011, -1.5870], [0.2619, -1.6225, -2.3944], [1.6890, -0.7955, -3.6229], [0.0532, -0.2907, -3.9761], [1.6085, 1.4818, -2.9567], [1.9852, 0.4999, -1.5369], [-0.1800, 0.9434, -0.8714], [-0.6138, -1.4455, -2.0429]], "atomic_forces_ev_per_a": [[2.12, -2.09, -0.72], [-2.25, 2.16, 0.83], [0.58, -0.75, 0.71], [1.79, -0.30, 0.32], [-3.49, 0.85, -1.20], [-0.41, -0.24, -0.66], [-0.06, 0.65, 0.32], [-0.11, 0.20, 0.19], [0.71, -0.05, -0.01], [0.99, -0.12, 0.04], [0.11, -0.09, 0.01], [-0.12, -0.08, 0.21], [-0.23, -1.28, 2.00], [-0.79, -0.17, -1.59], [0.26, -0.81, -0.50], [1.05, 1.37, -0.66], [0.03, -0.04, 0.15], [-0.07, 0.81, 0.26], [0.09, 0.19, 0.11], [-0.27, -0.33, 0.11], [0.11, -0.10, 0.42], [-0.02, 0.21, -0.35]], "total_charge": 1, "relative_energy_ev": 0.000, "orbital_gap_ev": [5.91, 3.12], "e_lumo_ev": [-7.5, -9.4], "spin_multiplicity": 3, "homo_ev": [-13.374, -12.543]}

No. 7
{"formula": "C4H12CdN3", "method": "the ωB97M-V functional and the def2-TZVPD basis", "elements": ["C", "Cd", "N", "H", "H", "H", "H", "H", "H", "H", "H", "N", "C", "C", "N", "C", "H", "H", "H", "H"], "coordinates": [[-0.9414, 0.7775, -2.5279], [0.6006, 0.6998, -1.1255], [0.6808, -0.5290, 1.4282], [0.6099, 1.8450, 0.1207], [-0.0773, -0.3157, 2.0703], [1.9986, 0.6645, -0.0366], [-0.6738, 1.6817, -3.0595], [-2.0217, 0.8847, -2.3533], [-0.9029, -0.0868, -3.1656], [0.7194, -1.5331, 1.2892], [1.5655, -0.2179, 1.8505], [-3.7341, -2.1145, -0.6791], [-3.6241, -2.1523, 0.7031], [-2.5084, -1.3964, 1.0032], [-1.9309, -0.9262, -0.1689], [-2.6886, -1.3561, -1.1631], [-4.4542, -2.5523, -1.2739], [-4.2993, -2.6867, 1.3373], [-2.0964, -1.1632, 1.9683], [-2.5724, -1.1536, -2.2292]], "atomic_forces_ev_per_a": [[-0.93, -0.03, -0.80], [0.69, -0.31, 1.19], [-0.01, -0.39, 1.00], [-0.91, 2.01, 1.10], [0.10, -0.03, -0.05], [1.15, -0.79, -1.37], [0.12, 0.16, -0.75], [0.37, 0.23, 0.80], [0.26, -0.33, -0.99], [0.06, 0.03, 0.08], [-0.57, -0.13, -0.52], [-0.27, -0.17, -0.54], [0.72, 0.60, -0.31], [-0.57, -0.45, -1.44], [-0.77, -0.39, -0.12], [-0.08, -0.22, 1.19], [0.77, 0.44, 0.86], [-0.26, -0.13, 0.03], [0.02, -0.04, 0.04], [0.12, -0.08, 0.59]], "total_charge": -1, "relative_energy_ev": 0.000, "orbital_gap_ev": 3.89, "e_lumo_ev": 3.0, "homo_ev": -0.913}

No. 8
{"formula": "C4H12ClN2O3", "method": "the ωB97M-V functional and the def2-TZVPD basis", "elements": ["C", "C", "C", "C", "N", "N", "O", "O", "O", "Cl", "H", "H", "H", "H", "H", "H", "H", "H", "H", "H", "H", "H"], "coordinates": [[2.0694, 1.3347, -0.8816], [2.0700, -0.1996, 1.1886], [-1.2763, -0.9141, -0.4180], [-2.4118, 0.0545, -0.0894], [-0.9256, -1.8377, 0.4852], [1.3817, 0.2744, -0.0420], [-0.6099, -0.7372, -1.4867], [-3.3554, -0.3957, 0.7108], [-2.7462, 0.8100, -1.1146], [-1.2963, 1.4604, 0.9158], [1.4236, 1.6169, -1.5940], [2.3257, 2.1827, -0.2195], [3.0255, 0.9749, -1.4646], [1.4786, -1.0161, 1.5643], [3.0461, -0.7741, 0.9543], [2.3664, 0.6682, 1.8404], [-0.3142, -2.5491, 0.0649], [-1.5728, -2.0092, 1.3332], [0.3000, 0.5744, 0.0656], [1.3608, -0.4782, -0.6762], [-4.2802, 0.1227, 0.7166], [-2.0591, 0.8372, -1.8532]], "atomic_forces_ev_per_a": [[3.84, -0.85, 2.31], [2.20, -0.09, -0.28], [1.69, -0.09, -1.94], [0.78, 1.46, -0.62], [-1.51, -0.37, 0.96], [-0.19, 1.51, -0.49], [-2.15, -0.26, 2.43], [-2.60, 0.89, 0.08], [-0.65, -0.23, -1.68], [0.13, -0.38, 0.54], [-2.54, 1.16, -2.46], [-0.08, -0.44, -0.48], [-1.79, 0.26, 1.65], [-0.59, 0.39, 0.94], [-1.32, 1.34, -0.25], [-0.86, -1.13, -0.37], [-0.52, 0.12, 0.87], [1.65, 0.08, -2.04], [2.67, -0.21, 0.58], [-0.50, -1.49, -0.85], [3.17, -1.23, -0.34], [-0.83, -0.44, 1.46]], "total_charge": 1, "relative_energy_ev": 1.607, "orbital_gap_ev": 10.68, "e_lumo_ev": -3.6, "homo_ev": -14.299}